Record 1
Molecular formula: C5H8O
Method: DFT, ωB97M-V/def2-TZVPD

- E_HOMO: -0.35510 Eh
- DFT total energy: -7359.53528 eV
- Orbital gap: 10.6 eV

```
14
Properties=species:S:1:pos:R:3:nbo_charge:R:1
C -0.02456 -0.78981 -0.34445 -0.202
C -0.85436 -0.30632 0.58440 -0.182
C -1.80332 0.30715 -0.42389 -0.421
C -0.82721 -0.24974 -1.50867 -0.421
H 0.88867 -1.37959 -0.30167 0.197
H -0.86569 -0.33434 1.67106 0.206
H -1.88665 1.39901 -0.39520 0.208
H -2.81124 -0.12267 -0.44939 0.207
H -0.33245 0.52019 -2.11090 0.206
H -1.25618 -1.00184 -2.17997 0.206
C 2.44122 0.48561 1.36193 0.282
O 2.45916 1.56109 1.90156 -0.499
H 2.05604 -0.42413 1.86547 0.106
H 2.81656 0.33539 0.32972 0.107
```

Record 2
Molecular formula: C5H8O
Method: DFT, ωB97M-V/def2-TZVPD

- E_HOMO (spin up / spin down): -0.35422 / -0.22678 Eh
- DFT total energy: -7357.49331 eV
- Orbital gap (spin up / spin down): 10.5 / 7.2 eV

```
14
Properties=species:S:1:pos:R:3:nbo_charge:R:1
C -1.64137 0.50125 0.00111 -0.639
C -0.39385 -0.29440 -0.11699 -0.034
C 0.81828 0.06970 -0.66901 -0.320
C 1.73523 -0.92500 -0.36382 0.120
O 1.19812 -1.93745 0.31549 -0.466
C -0.20793 -1.66671 0.44684 -0.103
H -2.45399 0.12113 -0.63361 0.214
H -1.45678 1.54380 -0.27018 0.222
H -2.01130 0.48002 1.03518 0.213
H 1.03705 0.97805 -1.21509 0.226
H 1.80997 6.34912 0.65840 0.000
H 2.79744 -0.99561 -0.55709 0.194
H -0.49365 -1.78239 1.50057 0.189
H -0.73721 -2.44151 -0.13181 0.185
```

Record 3
Molecular formula: C5H8O
Method: DFT, ωB97M-V/def2-TZVPD

- E_HOMO: -0.29586 Eh
- DFT total energy: -7356.80639 eV
- Orbital gap: 7.7 eV

```
14
Properties=species:S:1:pos:R:3:nbo_charge:R:1
C -0.65133 -2.58169 1.11725 -0.383
C -0.36766 -1.25439 0.94146 -0.402
C 0.18403 -0.22353 0.28111 0.053
C -0.37608 0.65670 -0.77531 -0.551
C 0.39038 1.99100 -0.85703 -0.046
O 1.77538 1.77269 -0.84089 -0.722
H -0.04677 -1.27675 2.01677 0.356
H -1.11760 -2.88629 2.05349 0.201
H -0.29032 -3.36673 0.46489 0.206
H -0.16984 0.09564 -1.70556 0.259
H -1.46217 0.81943 -0.73643 0.217
H 0.15015 2.51393 -1.78991 0.178
H 0.07221 2.63852 -0.02241 0.152
H 1.90961 1.10148 -0.14743 0.482
```

Record 4
Molecular formula: C5H8O
Method: DFT, ωB97M-V/def2-TZVPD

- E_HOMO: -0.29666 Eh
- DFT total energy: -7360.07932 eV
- Orbital gap: 8.9 eV

```
14
Properties=species:S:1:pos:R:3:nbo_charge:R:1
O 1.52175 -1.66448 0.70617 -0.669
C 0.71948 -0.61735 0.39285 0.359
C 1.02409 0.69289 0.31335 -0.370
C -0.23321 1.43197 0.19496 -0.199
C -1.27090 0.57689 0.14308 -0.221
C -0.75600 -0.83527 0.22810 -0.521
H 2.24918 -1.30669 1.23202 0.485
H 2.01587 1.13060 0.36541 0.217
H -0.29020 2.51546 0.17510 0.216
H -2.32135 0.83356 0.09336 0.217
H -0.97421 -1.42435 -0.67533 0.256
H -1.16539 -1.39354 1.07426 0.247
H 0.03157 -0.17627 -2.23093 -0.018
H -0.55071 0.23659 -2.01240 0.001
```

Record 5
Molecular formula: C5H8O
Method: DFT, ωB97M-V/def2-TZVPD

- E_HOMO: -0.27683 Eh
- DFT total energy: -7357.09346 eV
- Orbital gap: 8.6 eV

```
14
Properties=species:S:1:pos:R:3:nbo_charge:R:1
C 1.10880 0.52700 0.00726 -0.420
C 1.05035 -0.99625 0.10876 -0.497
C -0.70259 -0.61707 -0.99828 0.110
O -1.74301 -0.76658 -0.12811 -0.490
C -1.45192 0.47951 0.54778 -0.069
C -0.31743 0.76696 -0.45551 -0.316
H 1.41769 1.06738 0.91307 0.206
H 1.79882 0.82098 -0.79041 0.213
H 0.70640 -1.39960 1.06259 0.203
H 1.93779 -1.53478 -0.23422 0.212
H 0.16005 -1.41946 -1.03538 0.269
H -1.14998 0.29569 1.58560 0.177
H -2.31637 1.14979 0.52348 0.187
H -0.49859 1.62643 -1.10662 0.215
```

Record 6
Molecular formula: C5H8O
Method: DFT, ωB97M-V/def2-TZVPD

- E_HOMO: -0.37110 Eh
- DFT total energy: -7358.23299 eV
- Orbital gap: 10.1 eV

```
14
Properties=species:S:1:pos:R:3:nbo_charge:R:1
C -1.50571 0.77972 -0.07446 -0.602
C -1.00310 -0.55797 -0.62099 -0.404
C 0.48561 -0.59806 -0.84930 -0.389
C 1.25043 -0.80192 -1.87891 0.216
C 1.46598 -0.39538 0.32772 -0.068
O 1.64280 0.95929 0.66107 -0.706
H -1.36611 1.57629 -0.81168 0.211
H -2.57383 0.71289 0.15955 0.212
H -0.96605 1.06759 0.83212 0.221
H -1.24132 -1.36062 0.08956 0.215
H -1.52017 -0.80551 -1.55360 0.221
H 2.42458 -0.89709 0.14223 0.197
H 1.01016 -0.87720 1.19833 0.202
H 2.11780 1.37373 -0.07130 0.475
```

Record 7
Molecular formula: C5H8O
Method: DFT, ωB97M-V/def2-TZVPD

- E_HOMO: -0.33082 Eh
- DFT total energy: -7359.86915 eV
- Orbital gap: 10.2 eV

```
14
Properties=species:S:1:pos:R:3:nbo_charge:R:1
C 1.49849 2.29303 0.50703 -0.481
C 1.15787 1.02980 0.22129 0.112
O -0.18432 0.79372 -0.06405 -0.515
C -0.62634 -0.45957 0.31744 0.076
C -0.28109 -1.67456 -0.47008 -0.458
C -1.66109 -1.11849 -0.54956 -0.433
H 2.53576 2.54431 0.71347 0.208
H 0.69908 3.14393 0.58419 0.220
H 1.82150 0.13699 0.14171 0.189
H -0.72536 -0.47694 1.42792 0.187
H -0.10074 -2.58227 0.09294 0.224
H 0.30315 -1.49017 -1.36190 0.226
H -1.91072 -0.49926 -1.42945 0.227
H -2.52620 -1.64052 -0.13095 0.220
```

Record 8
Molecular formula: C5H8O
Method: DFT, ωB97M-V/def2-TZVPD

- E_HOMO: -0.35464 Eh
- DFT total energy: -7361.03412 eV
- Orbital gap: 10.7 eV

```
14
Properties=species:S:1:pos:R:3:nbo_charge:R:1
C 0.22232 -1.41188 0.07334 -0.402
C -0.36042 -0.21585 0.12825 0.040
C -1.68984 -0.01715 0.81728 -0.640
C 0.34966 0.97717 -0.50092 -0.549
C 1.79631 0.59158 -0.76068 0.447
O 2.63903 0.60737 0.10428 -0.513
H 1.11510 -1.57794 -0.51817 0.193
H -0.14626 -2.27543 0.61474 0.202
H -1.67037 0.70171 1.64725 0.218
H -2.04979 -0.97200 1.21512 0.220
H -2.44195 0.34298 0.10381 0.217
H 0.36855 1.80606 0.21558 0.236
H -0.14033 1.33170 -1.41941 0.222
H 2.04847 0.23160 -1.78478 0.110
```

Record 9
Molecular formula: C5H8O
Method: DFT, ωB97M-V/def2-TZVPD

- E_HOMO: -0.35988 Eh
- DFT total energy: -7359.56145 eV
- Orbital gap: 10.8 eV

```
14
Properties=species:S:1:pos:R:3:nbo_charge:R:1
O -1.30058 -1.10810 1.33502 -0.689
C -0.49467 -0.32225 0.52593 0.268
C 1.02051 -0.42521 0.53723 -0.423
C 1.05122 0.00279 -0.93314 -0.381
C -0.49637 -0.07551 -0.96626 -0.278
C -1.01374 0.98787 -0.03986 -0.447
H -1.33601 -0.67706 2.20303 0.472
H 1.28311 -1.48182 0.63709 0.215
H 1.58410 0.18770 1.23747 0.195
H 1.55468 -0.72110 -1.59537 0.203
H 1.42223 1.00068 -1.18288 0.195
H -0.59392 -0.45258 -1.95852 0.241
H -2.07687 1.13852 0.16451 0.230
H -0.43820 1.91010 0.01380 0.198
```